68
Properties=species:S:1:pos:R:3 method="wB97M-V/def2-TZVPD" fmax_ev_per_a=0.2 multiplicity=3 homo_ev="-10.0 / -10.0" mol_weight_g_mol=957.6 de_lowest_kcal_mol=0.00 e_lumo_ev="-2.73 / -5.97" charge=+1 gap_ev="7.272 / 4.000"
Au 0.13196 2.96524 -2.43669
S 0.64700 4.16271 -4.30870
C 2.15037 3.35446 -4.68516
N 2.68865 2.43186 -3.95455
C 3.85755 1.97310 -4.53334
C 4.68215 0.97865 -4.00278
C 5.83006 0.63404 -4.68475
C 6.17240 1.26503 -5.88712
C 5.37107 2.25193 -6.42544
C 4.21023 2.59681 -5.73860
S 3.00266 3.77258 -6.14500
H 4.41252 0.50473 -3.06683
H 6.48281 -0.13130 -4.28451
H 7.07981 0.97638 -6.40170
H 5.63762 2.73942 -7.35411
Se -3.22440 -1.22318 1.96240
P -1.54264 0.06935 2.52975
C -0.15160 -0.86147 3.17893
C -0.27816 -2.19531 3.55622
C 0.82037 -2.86414 4.07489
C 2.03333 -2.20353 4.21304
C 2.15601 -0.87108 3.83775
C 1.06619 -0.19233 3.31821
C -2.24697 1.09324 3.81403
C -1.93220 0.84382 5.14768
C -2.50927 1.62486 6.13612
C -3.39152 2.63866 5.79158
C -3.70745 2.88065 4.45865
C -3.14027 2.10749 3.46394
C -0.98546 1.11544 1.20968
C -0.87514 1.07516 -0.17829
N -0.27009 2.23682 -0.50389
N -0.02890 2.94557 0.59034
N -0.45056 2.29023 1.63199
P -1.14426 -0.12176 -1.49317
Se -1.08329 0.88464 -3.39893
C -2.77039 -0.85137 -1.23261
C -3.86962 0.00935 -1.25471
C -5.14631 -0.50442 -1.12420
C -5.33324 -1.87665 -0.98209
C -4.24497 -2.73514 -0.97753
C -2.95625 -2.22729 -1.10667
C 0.11547 -1.39560 -1.31888
C 0.25989 -2.06018 -0.10163
C 1.24042 -3.02235 0.05395
C 2.08119 -3.32737 -1.01122
C 1.93811 -2.67049 -2.22361
C 0.95717 -1.70065 -2.38205
H -1.22554 -2.70778 3.44451
H 0.72668 -3.90044 4.37207
H 2.88877 -2.72884 4.61701
H 3.10246 -0.35915 3.94893
H 1.15860 0.84632 3.02338
H -1.23596 0.05780 5.41224
H -2.26467 1.44441 7.17406
H -3.83546 3.24980 6.56644
H -4.39085 3.67734 4.19807
H -3.37106 2.29843 2.42317
H -3.72084 1.07506 -1.38475
H -5.99971 0.16068 -1.14161
H -6.33490 -2.27585 -0.88837
H -4.39270 -3.80341 -0.88438
H -2.10780 -2.90002 -1.12200
H -0.39435 -1.83778 0.73006
H 1.35007 -3.52902 1.00482
H 2.85089 -4.07886 -0.89223
H 2.59510 -2.90437 -3.05091
H 0.85915 -1.17090 -3.32087